No. 1
Computed, not measured: a molecular structure, C20H40O16, with ωB97M-V/def2-TZVPD.

Atoms and positions in Å:
H  7.371  6.107  4.861
H  6.669  5.131  0.185
C  4.823  7.675  -0.480
H  5.476  5.141  4.351
C  1.567  5.955  1.264
H  4.744  6.607  -0.688
H  5.904  4.407  2.201
O  7.729  4.480  5.042
H  8.535  3.740  3.386
H  7.084  3.276  1.512
H  5.200  4.534  6.601
H  2.635  6.124  -0.525
O  6.489  3.114  7.233
H  5.874  7.855  -0.256
H  4.485  8.275  -1.325
C  1.270  4.498  1.618
C  7.012  8.630  3.540
C  8.739  5.121  5.316
C  6.141  5.492  3.562
H  9.470  7.646  7.298
O  7.728  8.860  5.692
H  6.837  5.043  6.657
H  10.982  8.336  6.805
H  11.790  5.603  5.519
C  6.104  3.732  1.369
H  6.707  4.661  3.141
O  2.150  4.250  2.652
C  4.604  9.544  2.159
H  6.493  4.025  5.301
C  7.665  3.134  3.639
C  10.021  7.990  6.423
O  9.939  4.627  5.700
H  1.065  5.363  -0.713
O  5.152  8.383  2.746
O  6.479  9.801  4.217
O  6.112  10.394  6.325
H  2.916  7.439  0.537
O  8.811  6.477  5.254
H  8.247  7.189  4.497
H  7.010  9.820  1.764
H  6.189  7.916  3.507
C  7.560  8.966  2.160
O  8.263  1.934  4.162
H  5.694  2.579  7.302
O  2.745  6.257  1.913
C  6.726  9.753  5.504
O  6.058  4.390  0.165
C  4.488  7.316  2.145
O  4.097  5.235  3.453
H  9.557  8.834  5.913
O  7.014  6.487  4.055
C  8.116  8.271  4.499
C  3.104  5.259  2.744
H  0.217  4.430  1.892
O  3.861  9.226  1.026
C  1.591  6.181  -0.219
H  5.322  2.978  1.286
H  7.009  2.910  2.798
H  1.273  7.178  -0.525
H  8.625  9.192  2.118
H  5.157  6.486  1.916
H  11.052  5.738  7.106
H  7.506  8.243  1.345
H  9.074  8.650  4.142
H  5.480  5.914  2.805
C  3.904  7.837  0.767
H  7.639  1.205  4.158
C  10.836  5.689  6.039
H  7.051  3.598  4.411
H  1.518  3.864  0.767
H  0.743  6.518  1.701
O  4.758  10.698  2.579
H  3.714  6.934  2.811
H  10.692  7.168  4.535
C  10.163  6.904  5.450
C  6.207  4.214  6.336

Forces on atoms 1 to 6 (eV/Å):
H -2.268 0.334 -0.676
H 0.098 0.062 -0.099
C -0.604 -1.214 1.236
H 1.709 0.134 0.010
C -3.332 -0.806 -0.521
H 0.212 -0.140 -0.641

Results
E_LUMO, eV: 0.2
HOMO-LUMO gap, eV: 8.3
HOMO, eV: -8.092
Total charge: 0
Total energy, a.u.: -1988.89577

No. 2
Computed, not measured: 12 unconnected molecules or ions with the total composition H24O12, with ωB97M-V/def2-TZVPD.

Atoms and positions in Å:
H  -2.842  2.516  -0.163
H  2.251  -0.882  -1.231
H  1.418  2.392  -0.212
H  3.104  1.348  -0.633
H  2.366  -1.998  1.090
H  2.748  0.185  -2.109
H  -1.493  -0.051  2.136
H  -1.098  -2.337  -1.357
O  -2.240  2.766  -0.877
H  0.221  0.299  -1.913
H  -2.381  -1.248  2.003
H  -0.370  -2.761  -0.081
H  0.121  3.218  -0.327
H  1.669  0.290  1.888
H  0.356  0.707  0.318
H  -2.537  -1.802  0.017
O  0.556  2.417  -0.602
O  2.411  0.755  2.180
O  -0.642  0.480  -2.305
H  -3.795  -0.133  -1.217
H  3.320  -2.750  0.275
H  -2.755  0.389  -0.205
O  -0.368  -2.103  -0.756
O  2.039  -0.018  -1.553
H  3.155  1.590  0.823
H  -1.308  0.033  -1.730
O  3.204  2.074  -0.028
H  -0.022  -0.827  0.486
O  -2.872  -0.148  -0.998
O  2.628  -2.120  0.172
O  -2.100  -0.621  2.667
O  -3.008  -2.392  0.689
H  -1.563  2.093  -1.000
H  2.067  1.437  2.729
O  -0.044  0.061  0.925
H  -2.198  -2.873  0.895

Forces on atoms 1 to 6 (eV/Å):
H 0.433 0.033 -0.213
H 0.059 -1.173 0.700
H 1.580 0.417 0.328
H -0.167 -0.429 -0.619
H -0.221 0.408 0.059
H 1.529 0.649 -1.804

Results
E_LUMO, eV: -0.4
HOMO-LUMO gap, eV: 9.9
SMILES: O.O.O.O.O.O.O.O.O.O.O.O
HOMO, eV: -10.280
Total charge: 0
Total energy, a.u.: -917.26109

No. 3
Computed, not measured: a molecular structure, C9H11F3LiN2O3, with ωB97M-V/def2-TZVPD.

Atoms and positions in Å:
C  1.187  2.945  -0.328
C  -1.984  0.697  0.180
C  -0.262  2.487  -0.394
F  1.865  -5.642  -1.927
H  -2.486  1.406  0.845
H  1.541  2.995  0.703
H  1.302  3.941  -0.759
C  0.808  -1.165  1.282
H  0.623  -0.201  3.081
H  -3.681  0.339  -1.087
H  1.829  2.266  -0.890
C  -0.475  1.086  0.184
C  0.270  0.023  -0.649
F  3.363  -5.098  -0.450
F  1.402  -5.790  0.176
Li  1.444  -3.054  0.024
H  -2.695  1.692  -1.619
H  -2.086  -0.290  0.641
H  -0.907  3.173  0.161
C  -0.105  1.078  1.653
H  -0.596  2.477  -1.430
C  2.000  -4.915  -0.760
N  0.732  -1.111  -0.056
N  0.456  -0.088  2.093
C  -2.652  0.693  -1.185
O  -0.342  1.993  2.417
O  0.349  0.205  -1.855
H  -2.133  0.046  -1.890
O  1.232  -2.188  1.839

Forces on atoms 1 to 6 (eV/Å):
C 0.068 0.046 0.004
C 0.038 0.045 0.124
C -0.167 -0.023 0.012
F 0.021 0.139 -0.187
H -0.024 -0.006 -0.031
H 0.002 -0.024 0.011

Results
E_LUMO, eV: 3.0
HOMO-LUMO gap, eV: 8.0
HOMO, eV: -5.067
Total charge: -1
Total energy, a.u.: -992.11868